<one>
Formula: C72H186N14O22
Source: the OMol25 dataset
Level of theory: the ωB97M-V functional and the def2-TZVPD basis

Last column: Mulliken charge in e.
Geometry (Å):
C 1.58 -0.10 4.07  -1.325
C 0.29 0.49 3.72  2.565
C -0.76 -0.41 3.08  -1.258
O -0.24 -0.88 1.87  1.306
C -0.32 -2.29 1.69  -0.839
N -0.33 1.09 4.90  -0.468
H 2.10 -0.51 3.16  -0.103
H 1.50 -0.79 4.84  0.326
H 2.20 0.75 4.45  0.329
H 0.47 1.25 2.96  -1.337
H -1.67 0.20 2.83  0.201
H -1.01 -1.21 3.80  0.204
H 0.27 -2.52 0.78  0.054
H -1.36 -2.49 1.58  0.244
H 0.20 -2.89 2.43  0.021
H 0.13 2.03 5.16  0.185
H -1.31 1.36 4.77  0.308
C -3.92 4.33 3.91  -1.131
C -4.82 5.20 3.06  0.322
C -4.03 5.47 1.80  -0.194
O -2.83 6.25 2.05  -0.513
C -2.38 7.06 0.99  -0.660
N -6.02 4.47 2.74  -0.597
H -4.44 4.01 4.80  0.487
H -2.98 4.91 4.22  0.189
H -3.66 3.47 3.29  -0.070
H -5.15 6.08 3.66  0.419
H -4.65 6.06 1.13  0.519
H -3.83 4.51 1.32  -0.094
H -1.86 6.46 0.18  0.234
H -1.65 7.76 1.46  0.243
H -3.17 7.73 0.65  0.406
H -6.75 4.79 3.40  0.258
H -6.36 4.50 1.76  0.167
C -0.72 5.29 -6.38  -1.101
C -1.19 3.86 -6.77  0.525
C -2.23 3.31 -5.92  -0.536
O -1.63 2.64 -4.83  0.063
C -2.41 1.64 -4.25  -0.690
N -1.74 4.06 -8.15  -0.766
H 0.03 5.62 -7.11  0.362
H -0.48 5.38 -5.37  -0.189
H -1.50 5.95 -6.65  0.542
H -0.39 3.14 -6.75  0.222
H -2.79 2.49 -6.48  0.343
H -2.97 4.02 -5.58  0.133
H -2.72 0.88 -4.94  0.553
H -3.31 2.04 -3.79  0.306
H -1.87 1.03 -3.53  -0.400
H -2.64 4.52 -8.07  0.251
H -1.91 3.22 -8.69  0.282
C 7.30 0.00 1.81  -1.554
C 6.55 -0.29 0.52  0.666
C 5.34 0.59 0.29  0.652
O 4.39 0.53 1.39  -0.720
C 3.13 1.07 1.16  -0.966
N 7.48 -0.10 -0.58  -0.599
H 6.59 -0.11 2.65  0.176
H 7.72 1.01 1.81  0.387
H 8.18 -0.66 1.99  0.322
H 6.30 -1.39 0.47  -0.027
H 4.89 0.35 -0.70  -0.341
H 5.65 1.66 0.26  0.037
H 3.17 2.11 0.77  0.692
H 2.63 1.11 2.10  0.176
H 2.60 0.51 0.43  0.517
H 7.47 -0.50 -1.52  0.302
H 7.79 0.84 -0.70  0.210
C 2.17 -5.67 -1.90  -0.846
C 0.68 -5.51 -1.74  0.550
C 0.17 -4.56 -2.81  -1.147
O 0.88 -3.36 -2.67  0.014
C 0.40 -2.23 -3.28  -0.276
N 0.02 -6.79 -2.03  -0.486
H 2.59 -5.70 -0.88  0.225
H 2.49 -4.82 -2.50  0.034
H 2.37 -6.69 -2.43  0.346
H 0.45 -5.04 -0.84  0.317
H -0.86 -4.29 -2.79  0.614
H 0.34 -5.03 -3.78  0.145
H -0.02 -2.44 -4.28  0.416
H 1.23 -1.51 -3.37  -0.220
H -0.42 -1.72 -2.69  0.075
H -0.98 -6.76 -1.95  -0.009
H 0.30 -7.40 -1.35  0.240
C -3.14 -7.75 -5.00  -0.941
C -2.02 -8.56 -4.33  0.789
C -2.67 -9.09 -3.02  -1.286
O -3.13 -8.02 -2.30  0.041
C -3.68 -8.35 -1.04  -0.751
N -1.45 -9.70 -4.97  -0.691
H -2.78 -7.17 -5.87  0.388
H -3.60 -6.94 -4.42  -0.149
H -3.91 -8.52 -5.24  0.246
H -1.18 -7.92 -4.01  0.016
H -1.90 -9.69 -2.48  0.398
H -3.49 -9.80 -3.25  0.550
H -3.05 -9.09 -0.62  0.536
H -4.75 -8.63 -1.15  0.137
H -3.71 -7.35 -0.55  0.121
H -2.25 -10.32 -5.15  0.282
H -1.01 -9.38 -5.82  0.270
C -7.97 -4.39 0.04  -0.875
O -6.97 -5.40 0.34  -0.259
C -7.21 -6.63 -0.22  -0.579
C -7.42 -6.57 -1.76  -0.858
N -6.31 -5.91 -2.31  0.482
C -6.25 -5.76 -3.72  -0.842
C -5.33 -4.65 -4.19  -0.320
O -5.80 -3.43 -3.72  -0.348
C -5.02 -2.33 -4.18  -0.951
H -7.74 -3.48 0.63  0.207
H -8.91 -4.78 0.43  0.409
H -8.09 -4.12 -0.96  0.370
H -8.10 -7.19 0.12  0.350
H -6.35 -7.23 -0.03  0.280
H -8.38 -5.94 -1.94  0.295
H -7.49 -7.55 -2.17  0.542
H -6.15 -5.03 -1.85  -0.029
H -7.23 -5.62 -4.20  0.292
H -5.77 -6.64 -4.07  0.331
H -5.21 -4.65 -5.27  0.561
H -4.32 -4.78 -3.73  0.029
H -5.15 -2.30 -5.26  0.482
H -3.98 -2.39 -3.97  0.411
H -5.37 -1.35 -3.76  0.123
C 0.27 8.67 -0.35  -0.986
O 0.12 7.48 -1.04  -0.007
C 1.41 6.85 -1.35  -0.906
C 1.27 5.70 -2.32  0.564
N 2.54 5.01 -2.53  -0.049
C 2.54 3.65 -2.05  0.844
C 2.08 2.65 -3.16  1.333
O 2.93 2.82 -4.31  -0.320
C 2.31 2.33 -5.49  -0.752
H 0.74 9.56 -0.91  0.261
H 0.91 8.53 0.52  0.378
H -0.69 8.97 0.06  0.293
H 1.98 6.60 -0.44  0.247
H 1.99 7.63 -1.90  0.341
H 0.88 6.04 -3.28  0.260
H 0.44 5.09 -1.93  -0.515
H 2.94 5.17 -3.44  0.442
H 1.79 3.63 -1.25  -0.147
H 3.53 3.31 -1.74  -1.563
H 1.04 2.89 -3.35  -0.118
H 2.24 1.64 -2.80  -0.246
H 1.88 3.27 -5.97  0.165
H 1.59 1.51 -5.36  0.308
H 3.16 1.92 -6.07  0.293
C 4.19 -1.89 -1.91  -0.436
O 5.22 -1.19 -2.59  -0.381
C 4.63 -0.52 -3.71  0.408
C 5.64 0.46 -4.16  -1.194
N 5.79 1.44 -3.03  0.646
C 6.35 2.72 -3.39  -1.045
C 6.34 3.62 -2.17  -0.438
O 7.29 3.45 -1.18  -0.380
C 7.40 4.45 -0.16  -0.797
H 4.66 -2.31 -1.03  0.142
H 3.83 -2.67 -2.53  0.400
H 3.33 -1.26 -1.64  0.068
H 3.82 0.10 -3.37  -0.323
H 4.40 -1.28 -4.50  0.401
H 5.22 1.05 -5.04  0.242
H 6.55 -0.01 -4.58  0.413
H 6.28 1.00 -2.27  -0.436
H 5.76 3.23 -4.18  0.503
H 7.38 2.63 -3.73  0.456
H 5.36 3.58 -1.66  0.268
H 6.45 4.60 -2.57  0.627
H 8.24 4.16 0.45  0.274
H 6.44 4.69 0.37  0.189
H 7.77 5.33 -0.63  0.427
C 4.50 3.78 3.66  -0.847
O 3.14 4.17 3.52  0.050
C 3.02 5.56 3.58  -0.555
C 1.56 5.96 3.42  -0.250
N 0.69 5.41 4.47  0.284
C 0.98 5.71 5.86  -0.418
C -0.05 5.13 6.79  -0.818
O 0.11 3.68 6.62  -0.215
C -0.82 2.95 7.41  -0.912
H 5.06 4.49 3.15  0.572
H 4.63 2.84 3.15  -0.100
H 4.88 3.84 4.73  0.223
H 3.55 6.05 2.68  0.360
H 3.49 5.97 4.48  0.404
H 1.24 5.50 2.49  -0.314
H 1.44 7.08 3.43  0.338
H 0.61 4.43 4.31  -0.070
H 0.84 6.79 6.09  0.326
H 1.99 5.42 6.21  0.304
H -1.11 5.41 6.55  0.305
H 0.07 5.50 7.81  0.451
H -1.86 3.15 7.08  0.282
H -0.70 3.35 8.40  0.434
H -0.55 1.90 7.44  0.214
C 3.25 -2.77 1.94  1.349
O 4.35 -3.40 2.54  -0.481
C 4.97 -2.64 3.57  1.226
C 5.66 -3.62 4.51  -1.484
N 6.64 -4.57 3.99  -0.239
C 7.84 -4.12 3.30  -0.066
C 8.82 -5.22 3.22  -0.742
O 8.20 -6.33 2.49  -0.262
C 9.11 -7.43 2.38  -0.775
H 3.05 -3.28 1.00  0.255
H 3.53 -1.70 1.79  -0.663
H 2.35 -2.83 2.57  -0.557
H 4.34 -1.93 4.10  0.168
H 5.77 -2.07 3.09  -0.595
H 4.95 -4.19 5.14  0.296
H 6.28 -2.90 5.16  0.418
H 6.09 -5.21 3.36  0.287
H 8.19 -3.25 3.93  0.413
H 7.67 -3.68 2.29  -0.034
H 9.04 -5.60 4.27  0.339
H 9.75 -4.92 2.71  0.375
H 9.42 -7.81 3.37  0.317
H 10.00 -7.38 1.71  0.279
H 8.50 -8.21 1.89  0.243
C -3.42 7.55 -3.88  -0.725
O -3.13 6.20 -4.07  -0.343
C -2.54 5.46 -3.06  1.535
C -3.60 4.84 -2.08  0.169
N -4.71 4.23 -2.80  0.122
C -5.87 4.04 -1.95  -0.655
C -5.91 2.64 -1.45  1.019
O -6.99 2.65 -0.49  -0.417
C -7.20 1.41 0.11  -0.642
H -3.75 7.98 -4.86  0.249
H -2.49 8.01 -3.53  0.289
H -4.17 7.74 -3.07  0.224
H -1.85 6.16 -2.51  -0.252
H -1.88 4.69 -3.44  -0.941
H -3.97 5.69 -1.37  -0.019
H -3.11 4.15 -1.35  -0.703
H -4.88 4.89 -3.55  0.467
H -6.78 4.21 -2.50  0.325
H -5.85 4.70 -1.07  0.181
H -5.00 2.25 -0.93  -0.646
H -6.17 1.88 -2.31  0.041
H -6.50 1.20 0.93  0.212
H -7.09 0.63 -0.67  0.269
H -8.22 1.43 0.51  0.307
C 2.20 -5.89 4.52  -0.706
O 1.21 -4.88 4.46  -0.245
C 1.48 -3.86 5.47  -0.536
C 0.09 -3.22 5.68  -0.442
N -0.67 -4.26 6.36  -0.153
C -1.93 -3.83 6.80  -0.972
C -3.10 -3.88 5.95  -0.404
O -2.85 -3.16 4.79  -0.060
C -4.02 -2.92 3.98  -0.777
H 1.81 -6.70 3.87  0.222
H 2.30 -6.23 5.55  0.375
H 3.11 -5.54 4.17  0.111
H 2.37 -3.22 5.22  -0.139
H 1.81 -4.31 6.34  0.892
H -0.31 -2.83 4.75  0.030
H 0.19 -2.36 6.37  0.411
H -0.71 -5.14 5.81  0.263
H -1.93 -2.77 7.12  0.343
H -2.17 -4.45 7.73  0.316
H -3.96 -3.42 6.44  0.369
H -3.34 -4.97 5.76  0.280
H -4.27 -3.78 3.39  0.371
H -3.71 -2.13 3.31  0.009
H -4.84 -2.47 4.55  0.406
C -3.92 -2.55 -0.67  -0.935
O -3.10 -1.34 -0.54  -0.046
C -3.64 -0.12 -0.95  -0.661
C -2.57 0.94 -0.69  -0.292
N -1.32 0.36 -1.04  1.622
C -0.14 1.16 -1.15  -0.236
C 0.13 1.89 0.11  1.449
O -0.61 3.10 0.05  0.913
C -0.76 3.63 1.35  0.571
H -3.26 -3.31 -0.28  0.438
H -4.22 -2.75 -1.70  0.048
H -4.78 -2.55 -0.02  0.395
H -4.51 0.23 -0.40  0.290
H -3.80 -0.11 -2.02  0.152
H -2.58 1.17 0.44  -0.445
H -2.62 1.91 -1.14  0.250
H -1.15 -0.46 -0.52  -0.285
H -0.18 1.88 -1.98  -1.248
H 0.67 0.44 -1.26  -0.364
H 1.18 2.10 0.22  -0.349
H -0.22 1.29 0.91  -0.577
H 0.18 3.58 1.89  -0.199
H -1.55 3.09 1.91  -0.308
H -1.10 4.66 1.31  -0.760

Frontier orbital gap   8.5 eV
Multiplicity   1


<two>
Formula: C72H186N14O22
Source: the OMol25 dataset
Level of theory: the ωB97M-V functional and the def2-TZVPD basis

Last column: Mulliken charge in e.
Geometry (Å):
C -5.58 -2.52 1.09  -0.156
O -5.87 -2.44 -0.30  -0.620
C -5.22 -1.34 -0.90  1.608
C -5.56 -1.30 -2.45  -0.795
N -5.54 0.04 -3.00  -0.243
C -6.86 0.62 -2.69  -0.240
C -6.90 2.14 -2.81  -0.537
O -6.60 2.69 -4.00  -0.365
C -7.51 2.39 -5.01  -0.715
H -6.10 -1.69 1.57  0.363
H -4.52 -2.42 1.29  0.003
H -5.96 -3.52 1.32  0.127
H -4.17 -1.51 -0.68  -0.423
H -5.56 -0.42 -0.41  -0.283
H -6.42 -1.88 -2.80  0.366
H -4.77 -1.84 -2.97  -0.233
H -4.70 0.57 -2.85  0.283
H -7.21 0.37 -1.69  0.285
H -7.61 0.21 -3.37  0.284
H -6.09 2.54 -2.20  0.123
H -7.86 2.54 -2.48  0.365
H -7.55 1.30 -5.05  0.309
H -7.02 2.74 -5.92  0.260
H -8.42 2.99 -4.92  0.264
C 8.89 0.81 -13.88  -0.680
O 8.24 0.82 -12.66  -0.303
C 8.91 0.44 -11.51  -0.588
C 8.03 0.35 -10.25  -0.620
N 7.86 1.74 -9.77  -0.312
C 7.18 1.96 -8.47  -0.979
C 5.75 1.48 -8.36  -0.140
O 5.11 1.95 -7.23  -0.380
C 3.87 1.37 -7.02  -0.485
H 8.14 1.06 -14.63  0.219
H 9.33 -0.17 -14.03  0.287
H 9.66 1.59 -13.87  0.284
H 9.77 1.10 -11.39  0.329
H 9.07 -0.62 -11.67  0.398
H 8.54 -0.20 -9.46  0.410
H 7.08 -0.17 -10.39  0.320
H 7.43 2.15 -10.59  0.268
H 7.32 2.97 -8.09  0.393
H 7.83 1.45 -7.76  0.305
H 5.87 0.40 -8.42  0.297
H 5.17 1.80 -9.22  0.296
H 3.21 1.31 -7.89  0.167
H 3.40 1.97 -6.24  0.096
H 4.23 0.42 -6.64  0.403
C 1.43 -6.18 3.48  -0.935
O 1.07 -5.06 2.79  -0.172
C 0.07 -5.33 1.86  -0.942
C -0.24 -4.07 1.11  0.619
N -1.37 -4.19 0.20  0.342
C -1.15 -5.10 -0.91  0.021
C -2.38 -4.91 -1.81  -1.412
O -2.24 -3.72 -2.48  0.309
C -2.87 -3.76 -3.81  -1.091
H 2.26 -6.62 2.91  0.316
H 0.62 -6.87 3.71  0.335
H 1.86 -5.82 4.42  0.248
H -0.84 -5.61 2.40  0.329
H 0.36 -6.15 1.20  0.459
H 0.52 -3.67 0.45  -0.161
H -0.43 -3.30 1.87  -0.160
H -1.81 -3.35 -0.15  -0.161
H -1.21 -6.09 -0.46  0.508
H -0.12 -5.15 -1.27  -0.201
H -3.29 -4.81 -1.22  0.208
H -2.52 -5.84 -2.36  0.646
H -2.81 -2.81 -4.32  0.255
H -3.94 -3.92 -3.84  0.346
H -2.33 -4.62 -4.21  0.369
C -1.66 7.86 2.11  -0.613
O -2.26 7.61 0.82  -0.443
C -2.73 6.28 0.60  -1.099
C -1.81 5.07 0.53  -0.027
N -1.30 4.66 1.84  0.976
C -0.12 3.81 1.89  -0.111
C 0.26 3.52 3.30  0.910
O 0.70 4.71 3.88  -0.630
C 1.14 4.43 5.22  -0.817
H -1.59 8.94 2.26  0.389
H -0.58 7.74 2.04  0.161
H -2.03 7.43 3.04  0.175
H -3.03 6.49 -0.42  0.395
H -3.55 6.31 1.31  0.439
H -1.04 5.51 -0.11  -0.150
H -2.34 4.18 0.19  0.426
H -1.08 5.36 2.52  0.133
H 0.73 4.24 1.36  -0.376
H -0.35 2.81 1.51  0.158
H 1.11 2.84 3.19  -0.183
H -0.53 3.04 3.87  -0.341
H 1.92 3.68 5.19  0.112
H 0.33 4.19 5.91  0.316
H 1.66 5.31 5.59  0.468
C -1.07 -1.84 -7.75  -0.694
O 0.28 -2.04 -8.23  -0.247
C 0.76 -1.95 -9.57  -0.524
C 0.13 -0.61 -10.17  -0.873
N 0.47 0.49 -9.30  -0.087
C -0.12 1.71 -9.93  -0.849
C 0.32 2.98 -9.17  -0.452
O -0.38 3.05 -7.85  -0.326
C 0.11 3.97 -6.89  -0.454
H -1.54 -2.67 -8.28  0.363
H -1.57 -0.92 -8.07  0.360
H -1.20 -1.91 -6.67  0.047
H 0.42 -2.80 -10.15  0.340
H 1.84 -1.98 -9.42  0.265
H -0.95 -0.80 -10.15  0.426
H 0.46 -0.40 -11.19  0.470
H 0.29 0.19 -8.35  0.231
H -1.20 1.57 -9.98  0.430
H 0.05 1.79 -11.00  0.419
H 0.11 3.85 -9.80  0.374
H 1.38 3.08 -8.96  0.220
H 1.17 3.74 -7.00  0.161
H -0.25 3.62 -5.93  0.188
H -0.20 5.01 -7.02  0.243
C 0.14 -0.45 -2.65  -0.821
O 1.07 -0.02 -1.68  0.191
C 1.97 -1.07 -1.23  -0.328
C 2.80 -0.45 -0.17  -0.922
N 1.98 0.26 0.80  0.822
C 1.40 -0.68 1.71  0.006
C 0.16 -0.10 2.50  -0.756
O -0.81 0.27 1.64  0.432
C -1.42 -0.66 0.68  0.342
H 0.48 -0.45 -3.69  0.313
H -0.62 0.33 -2.57  0.300
H -0.33 -1.38 -2.33  0.063
H 2.52 -1.46 -2.08  0.740
H 1.40 -1.86 -0.75  -0.403
H 3.48 0.28 -0.60  0.575
H 3.40 -1.18 0.36  0.006
H 1.11 0.55 0.36  0.347
H 2.10 -0.99 2.49  -0.123
H 0.98 -1.61 1.33  -0.797
H 0.59 0.68 3.12  -0.272
H -0.36 -0.69 3.25  0.389
H -0.78 -1.27 0.04  -0.769
H -2.04 -0.08 0.00  0.117
H -2.02 -1.36 1.27  0.249
C -3.54 0.73 8.63  -0.233
O -4.12 -0.54 8.43  -0.421
C -3.57 -1.50 7.51  -0.429
C -3.48 -0.83 6.02  0.273
N -4.59 -1.12 5.14  1.394
C -5.89 -0.73 5.70  -0.756
C -7.05 -1.04 4.74  -0.064
O -8.34 -0.71 5.22  -0.474
C -9.39 -1.07 4.35  -0.779
H -2.70 0.99 7.97  -0.109
H -3.23 0.73 9.67  0.301
H -4.40 1.34 8.38  0.246
H -4.03 -2.48 7.53  -0.250
H -2.57 -1.82 7.81  0.383
H -2.53 -1.08 5.55  -0.159
H -3.35 0.25 6.00  -0.020
H -4.64 -2.12 5.10  -0.751
H -5.93 0.27 6.13  0.531
H -6.14 -1.38 6.54  0.329
H -6.94 -2.11 4.60  0.040
H -6.94 -0.64 3.73  0.157
H -9.52 -2.14 4.19  0.294
H -9.51 -0.58 3.39  0.284
H -10.35 -0.80 4.80  0.318
C -4.32 5.87 7.14  -0.861
O -4.20 4.58 6.55  -0.309
C -3.45 4.63 5.32  -1.066
C -3.36 3.21 4.85  0.697
N -3.62 3.19 3.42  -0.180
C -3.68 1.72 2.99  1.464
C -5.11 1.36 2.48  -0.400
O -5.33 1.73 1.11  -0.038
C -5.91 3.04 0.90  -0.672
H -3.44 6.41 7.49  0.321
H -4.95 5.78 8.02  0.271
H -4.81 6.61 6.50  0.325
H -2.44 5.02 5.17  0.264
H -3.90 5.37 4.66  0.437
H -4.14 2.66 5.36  0.345
H -2.42 2.73 5.13  -0.406
H -2.93 3.63 2.83  -0.264
H -3.41 1.00 3.77  -0.867
H -2.88 1.68 2.25  0.400
H -5.75 1.81 3.24  0.313
H -5.17 0.27 2.52  -0.494
H -6.65 3.23 1.68  0.341
H -6.42 3.22 -0.04  0.175
H -5.09 3.76 0.95  0.032
C 3.91 -0.80 5.72  -0.960
C 2.90 -0.13 6.82  1.238
C 1.40 -0.86 7.00  -0.209
O 0.67 -0.31 8.14  -0.440
C 0.27 1.05 7.96  -0.401
N 3.68 -0.30 8.03  -0.700
H 3.35 -0.88 4.79  -0.082
H 4.07 -1.83 6.06  0.417
H 4.91 -0.52 5.40  0.299
H 2.78 0.94 6.66  -0.557
H 1.48 -1.94 7.06  0.354
H 0.74 -0.58 6.18  -0.087
H -0.22 1.44 8.85  0.456
H -0.39 1.10 7.09  0.012
H 1.04 1.70 7.56  0.122
H 3.17 0.15 8.78  0.299
H 3.67 -1.28 8.27  0.292
C 2.20 -4.66 -5.90  -1.457
C 2.91 -5.41 -4.77  0.653
C 1.85 -6.11 -3.82  -0.216
O 2.65 -6.61 -2.74  -0.409
C 2.72 -5.91 -1.57  -0.327
N 3.70 -6.48 -5.42  -0.814
H 1.85 -5.48 -6.52  0.270
H 2.86 -4.15 -6.60  0.413
H 1.46 -3.90 -5.67  0.326
H 3.65 -4.80 -4.26  0.247
H 1.30 -6.94 -4.26  0.272
H 1.06 -5.38 -3.64  -0.109
H 3.46 -6.45 -0.98  0.299
H 1.81 -5.90 -0.97  0.030
H 3.08 -4.90 -1.78  0.267
H 3.12 -7.02 -6.05  0.291
H 3.91 -7.22 -4.75  0.270
C -5.34 -5.33 6.97  -0.592
C -6.01 -5.21 5.62  0.913
C -5.05 -5.20 4.44  -0.968
O -4.17 -4.02 4.44  -0.121
C -2.78 -4.11 3.95  -0.600
N -7.02 -6.30 5.51  -0.686
H -4.89 -4.34 7.02  -0.321
H -4.56 -6.07 7.12  0.332
H -6.13 -5.39 7.72  0.364
H -6.44 -4.23 5.81  -0.165
H -5.45 -5.27 3.43  0.314
H -4.47 -6.10 4.62  0.480
H -2.42 -3.10 4.19  -0.092
H -2.77 -4.17 2.86  0.218
H -2.15 -4.88 4.39  0.432
H -7.52 -6.46 6.37  0.263
H -6.71 -7.13 5.03  0.220
C 3.81 3.01 1.95  -0.064
C 5.07 2.33 2.39  0.538
C 5.44 2.87 3.80  -1.397
O 4.32 2.84 4.73  0.084
C 4.71 3.05 6.03  -1.037
N 4.69 0.90 2.53  -0.151
H 4.11 3.99 1.59  0.501
H 3.10 3.09 2.76  -0.363
H 3.17 2.45 1.26  -0.355
H 5.89 2.29 1.68  0.409
H 5.87 3.87 3.80  0.521
H 6.28 2.28 4.16  0.573
H 3.83 3.55 6.44  0.216
H 5.48 3.81 6.16  0.387
H 5.07 2.13 6.48  0.330
H 4.06 0.64 1.79  0.097
H 4.13 0.96 3.36  -0.160
C 2.38 7.07 -0.15  -1.531
C 2.70 6.28 -1.38  0.492
C 1.88 4.92 -1.34  0.531
O 2.28 4.10 -2.40  -0.328
C 1.96 2.75 -2.28  -0.647
N 2.13 6.88 -2.56  -0.744
H 1.31 7.28 -0.18  0.434
H 2.97 7.98 -0.12  0.428
H 2.41 6.60 0.83  0.230
H 3.78 6.16 -1.49  0.297
H 0.80 4.98 -1.25  0.185
H 2.07 4.38 -0.41  -0.672
H 2.35 2.37 -3.23  0.277
H 0.88 2.61 -2.34  0.362
H 2.38 2.22 -1.43  0.084
H 2.50 7.80 -2.73  0.246
H 2.53 6.30 -3.28  0.241
C 5.60 -2.83 1.69  -1.093
C 6.96 -2.11 1.99  0.440
C 8.18 -2.80 1.36  -0.950
O 8.15 -4.09 1.97  -0.290
C 9.03 -5.00 1.31  -0.811
N 6.77 -0.77 1.48  -0.599
H 5.52 -3.79 2.20  0.510
H 5.43 -3.00 0.63  0.333
H 4.73 -2.33 2.11  0.012
H 7.10 -2.14 3.07  0.249
H 9.11 -2.26 1.51  0.452
H 8.20 -2.71 0.27  0.375
H 10.05 -4.63 1.34  0.312
H 8.69 -5.24 0.31  0.315
H 9.12 -5.90 1.92  0.255
H 6.49 -0.51 0.54  0.228
H 6.27 -0.10 2.05  0.176

Frontier orbital gap   8.4 eV
Multiplicity   1


The most stable arrangement is <one>, and the next structure is 159.3 kcal/mol less stable.